No. 1
A 2-piece molecular cluster, C2H4FNO2 overall in a non-equilibrium geometry, computed with the ωB97M-V functional and the def2-TZVPD basis.

Positions of all 10 atoms, in Å:
C 1.00236 -0.36582 0.55445
C 0.01754 0.07276 -0.46586
N -1.39619 0.02125 -0.14019
O -1.68130 0.11352 1.03577
O -2.17207 -0.10818 -1.05564
F 0.24323 -0.29831 -1.72056
H 1.97339 0.09358 0.38688
H 1.12834 -1.45081 0.48808
H 0.63429 -0.10696 1.54484
H 0.25040 2.02897 -0.62776

As for the HOMO energy (spin up / spin down): -10.29 / -10.59 eV. As for the HOMO-LUMO gap (spin up / spin down): 8.7677 / 8.9652 eV. The relative energy (zero: lowest compared OMol25 entry of this formula, charge and spin) is 619.9 kJ/mol. For the total energy, the calculation gives -383.48336 a.u.

Atom charges from the Mulliken analysis, given in e for atoms 1 to 4: C -0.910; C 0.115; N 0.966; O -0.560

---

No. 2
A 2-piece molecular cluster, C2H4FNO2 overall in a non-equilibrium geometry, computed with the ωB97M-V functional and the def2-TZVPD basis.

Positions of all 10 atoms, in Å:
C 0.73643 0.69230 -0.66860
C 0.43828 -0.73876 -0.52956
N -1.32487 -0.27818 1.10787
O -1.89223 -1.22116 1.62189
O -1.20944 0.85436 1.27398
F 1.22000 -1.52762 0.32025
H -0.02174 1.17401 -1.36602
H 1.86948 0.91131 -1.08319
H 0.56783 1.34722 0.31537
H -0.38375 -1.21349 -0.99200

As for the HOMO energy (spin up / spin down): -7.60 / -12.10 eV. The multiplicity is 3. As for the HOMO-LUMO gap (spin up / spin down): 7.7470 / 10.3270 eV. The relative energy (zero: lowest compared OMol25 entry of this formula, charge and spin) is 126.0 kJ/mol. For the total energy, the calculation gives -383.46838 a.u.

Atom charges from the Mulliken analysis, given in e for atoms 1 to 4: C -0.728; C -0.206; N 0.803; O -0.436

---

No. 3
A single C2H4FP molecule in a non-equilibrium geometry, computed with the ωB97M-V functional and the def2-TZVPD basis.

Positions of all 8 atoms, in Å:
C 0.53410 -0.30203 -0.14475
C -1.15967 0.20880 -0.02657
F 0.70696 -1.62397 0.03016
P 1.62790 0.91285 -0.11604
H -1.71444 -0.33129 -0.67769
H -1.24139 1.18653 -0.36574
H -1.47963 -0.12956 1.00311
H 2.72618 0.07867 0.29753

As for the HOMO energy: -9.48 eV. As for the HOMO-LUMO gap: 9.9552 eV. The relative energy (zero: lowest compared OMol25 entry of this formula, charge and spin) is 169.6 kJ/mol. As for the SMILES: [H]/P=C(/C)F. For the total energy, the calculation gives -519.73135 a.u.

Atom charges from the Mulliken analysis, given in e for atoms 1 to 4: C 0.368; C -0.962; F -0.220; P -0.182

---

No. 4
C2H4GdO2 as an isolated structure in a non-equilibrium geometry, computed with the ωB97M-V functional and the def2-TZVPD basis.

Positions of all 9 atoms, in Å:
O -0.48832 1.19526 0.04181
H -0.53210 2.16441 0.05193
O -0.20791 -1.28445 0.01536
Gd 1.54423 0.08059 -0.04015
H -0.14240 -2.24641 0.02458
C -1.55630 -0.81725 -0.04196
C -1.69171 0.63691 0.01052
H -2.09287 -1.18505 -0.93055
H -2.15303 -1.02500 0.90263

As for the HOMO energy (spin up / spin down): -25.90 / -23.22 eV. The multiplicity is 8. As for the HOMO-LUMO gap (spin up / spin down): 10.3549 / 4.8834 eV. The relative energy (zero: lowest compared OMol25 entry of this formula, charge and spin) is 0.0 kJ/mol. The charge is +3. For the total energy, the calculation gives -993.31173 a.u.

Atom charges from the Mulliken analysis, given in e for atoms 1 to 4: O -0.346; H 0.436; O -0.467; Gd 1.920

---

No. 5
C2H4HgO3 as an isolated structure in a non-equilibrium geometry, computed with the ωB97M-V functional and the def2-TZVPD basis.

Positions of all 10 atoms, in Å:
O -0.93790 1.34464 0.40786
C -0.44674 0.43938 -0.35582
Hg 2.41290 0.22111 0.17777
O -0.91980 -0.68906 -0.76637
O 0.73002 0.75336 -0.67227
H -0.00635 1.96701 0.40050
C -1.12676 -1.80659 0.10504
H -0.87432 -1.60981 1.15120
H -2.20439 -1.98671 0.09199
H -0.58731 -2.66493 -0.30679

As for the HOMO energy (spin up / spin down): -14.25 / -16.25 eV. The multiplicity is 2. As for the HOMO-LUMO gap (spin up / spin down): 10.1785 / 8.9168 eV. The relative energy (zero: lowest compared OMol25 entry of this formula, charge and spin) is 83.9 kJ/mol. The charge is +1. For the total energy, the calculation gives -457.37973 a.u.

Atom charges from the Mulliken analysis, given in e for atoms 1 to 4: O -0.387; C 0.808; Hg 0.735; O -0.261

---

No. 6
A 2-piece molecular cluster, C2H4I2O overall in a non-equilibrium geometry, computed with the ωB97M-V functional and the def2-TZVPD basis.

Positions of all 9 atoms, in Å:
C 0.14195 -0.45208 -1.19225
C 1.06569 -1.28728 -0.34044
O 0.78337 -2.32262 0.10033
I 3.09167 -0.33661 0.15711
I -1.58862 -2.25716 4.57225
H 0.35777 0.60405 -1.05321
H 0.06262 -0.72157 -2.24514
H -0.90826 -0.41349 -0.88168
H -0.81565 -0.95037 4.58825

As for the HOMO energy: -9.68 eV. As for the HOMO-LUMO gap: 9.8112 eV. The relative energy (zero: lowest compared OMol25 entry of this formula, charge and spin) is 23.9 kJ/mol. As for the SMILES: CC(=O)I.I. For the total energy, the calculation gives -749.20646 a.u.

Atom charges from the Mulliken analysis, given in e for atoms 1 to 4: C -0.811; C 0.398; O -0.376; I -0.087

---

No. 7
A 2-piece molecular cluster, C2H4IN2 overall in a non-equilibrium geometry, computed with the ωB97M-V functional and the def2-TZVPD basis.

Positions of all 9 atoms, in Å:
C -1.58475 -1.17842 -0.06458
C 0.57346 0.68186 -0.00424
N -0.56742 -1.30839 -0.71656
N 1.79923 0.79598 -0.22813
I -0.50804 1.86179 1.17469
H -2.10501 -2.08400 0.16146
H -2.26027 -0.44534 0.28973
H 2.28119 0.20984 -0.78731
H 2.37161 1.46668 0.17493

As for the HOMO energy (spin up / spin down): -14.21 / -14.39 eV. As for the HOMO-LUMO gap (spin up / spin down): 7.7582 / 9.0699 eV. The relative energy (zero: lowest compared OMol25 entry of this formula, charge and spin) is 383.6 kJ/mol. The charge is +1. For the total energy, the calculation gives -485.37289 a.u.

Atom charges from the Mulliken analysis, given in e for atoms 1 to 4: C -0.045; C 0.060; N -0.253; N -0.143

---

No. 8
C2H4INO as an isolated structure in a non-equilibrium geometry, computed with the ωB97M-V functional and the def2-TZVPD basis.

Positions of all 9 atoms, in Å:
C -0.46679 -0.25138 0.15066
C 0.82858 0.34865 -0.15562
N -0.39531 -1.95710 1.13708
O 0.81472 1.70938 -0.45757
I -2.28214 0.49725 -0.38797
H 1.27109 -0.23932 -0.98614
H 1.49201 0.21156 0.70624
H -1.37930 -2.21748 1.09527
H 0.11713 1.89842 -1.10194

As for the HOMO energy (spin up / spin down): -8.59 / -8.54 eV. As for the HOMO-LUMO gap (spin up / spin down): 7.2611 / 7.2087 eV. The relative energy (zero: lowest compared OMol25 entry of this formula, charge and spin) is 528.4 kJ/mol. For the total energy, the calculation gives -506.07290 a.u.

Atom charges from the Mulliken analysis, given in e for atoms 1 to 4: C -0.154; C -0.109; N -0.426; O -0.461

---

No. 9
A single C2H4INO4S molecule, computed with the ωB97M-V functional and the def2-TZVPD basis.

Positions of all 13 atoms, in Å:
N 1.65046 -1.01463 -0.09632
C 0.55261 -0.23398 -0.58908
O -0.62012 -1.03315 -0.52927
S -1.86616 -0.36615 0.18896
O -2.14232 -1.12988 1.35270
O -2.89596 -0.04984 -0.72752
O -1.13167 1.01710 0.56926
C 0.23427 1.02716 0.25761
I 0.83838 2.79497 -0.77895
H 1.38446 -1.59102 0.68918
H 2.44832 -0.43876 0.12602
H 0.73070 -0.00032 -1.63454
H 0.81702 1.01848 1.17195

As for the HOMO energy: -10.39 eV. As for the HOMO-LUMO gap: 10.2673 eV. As for the SMILES: N[C@H]1OS(=O)(=O)O[C@@H]1I. For the total energy, the calculation gives -1130.17828 a.u.

Atom charges from the Mulliken analysis, given in e for atoms 1 to 4: N -0.588; C 0.044; O -0.358; S 1.141

---

No. 10
A single C2H4INS molecule in a non-equilibrium geometry, computed with the ωB97M-V functional and the def2-TZVPD basis.

Positions of all 9 atoms, in Å:
C 0.90502 0.27241 0.53744
C -0.19239 0.37032 -0.51540
N 1.44889 -0.79920 0.67375
S 1.11934 1.90927 1.15227
I 3.70822 1.79573 1.77716
H 0.40501 0.54703 -1.52382
H -0.87058 1.31426 -0.30934
H -0.75223 -0.61486 -0.60984
H 2.21904 -1.07210 1.23723

As for the HOMO energy: -9.45 eV. As for the HOMO-LUMO gap: 7.4881 eV. The relative energy (zero: lowest compared OMol25 entry of this formula, charge and spin) is 65.3 kJ/mol. As for the SMILES: [H]/N=C(/C)SI. For the total energy, the calculation gives -829.19800 a.u.

Atom charges from the Mulliken analysis, given in e for atoms 1 to 4: C 0.544; C -0.916; N -0.508; S -0.202